Record 1
Entry from the Open Molecules 2025 dataset: C34H23BrClN6O8PPr as an isolated structure in a non-equilibrium geometry (ωB97M-V/def2-TZVPD).

Output
spin multiplicity: 3
HOMO-LUMO gap (alpha / beta): 0.2858 / 0.3015 hartree
ΔE to the lowest compared entry with this formula, charge and spin: 111.5 kJ/mol
net charge: +1
<S²>: 2.002
E_LUMO (alpha / beta): -3.33 / -2.91 eV
E_HOMO (alpha / beta): -0.40829 / -0.40842 Ha
total energy: -166865.956 eV

Atoms and positions in Å:
Pr (2.638, -16.483, 10.843)
O (3.446, -14.372, 17.093)
C (3.230, -14.657, 15.832)
C (1.956, -14.930, 15.304)
C (1.791, -15.122, 13.966)
N (2.818, -15.202, 13.118)
C (4.034, -14.979, 13.671)
Br (5.448, -15.305, 12.439)
C (4.313, -14.717, 14.983)
H (2.696, -14.533, 17.683)
H (1.130, -14.856, 15.989)
H (0.784, -15.203, 13.560)
H (5.292, -14.388, 15.337)
Cl (4.993, -15.468, 9.380)
C (4.663, -15.964, 7.685)
C (5.589, -16.731, 7.011)
C (5.331, -17.083, 5.696)
C (4.164, -16.635, 5.050)
C (3.227, -15.928, 5.755)
C (3.435, -15.566, 7.086)
P (2.169, -14.723, 8.113)
C (2.848, -13.064, 8.266)
C (2.406, -12.226, 9.276)
C (2.812, -10.922, 9.289)
C (3.669, -10.409, 8.339)
C (4.197, -11.220, 7.373)
C (3.775, -12.586, 7.326)
C (0.748, -14.585, 6.950)
C (-0.379, -15.424, 7.143)
C (-1.423, -15.362, 6.269)
C (-1.360, -14.405, 5.246)
C (-0.339, -13.513, 5.100)
C (0.739, -13.601, 5.996)
H (6.563, -17.102, 7.409)
H (6.043, -17.715, 5.108)
H (4.012, -16.789, 3.961)
H (2.281, -15.606, 5.322)
H (1.650, -12.536, 9.993)
H (2.361, -10.220, 10.021)
H (3.927, -9.367, 8.398)
H (4.897, -10.771, 6.675)
H (4.157, -13.246, 6.596)
H (-0.412, -16.213, 7.933)
H (-2.297, -15.943, 6.417)
H (-2.170, -14.229, 4.527)
H (-0.349, -12.760, 4.391)
H (1.503, -12.851, 5.957)
O (-0.895, -16.041, 10.619)
C (-0.410, -17.083, 11.005)
O (0.806, -17.206, 11.602)
C (-1.004, -18.436, 10.702)
C (-0.323, -19.596, 11.040)
C (-0.805, -20.811, 10.624)
C (-1.914, -20.950, 9.816)
C (-2.597, -19.742, 9.543)
C (-2.123, -18.520, 9.903)
N (-3.824, -19.795, 8.685)
O (-4.113, -20.868, 8.230)
O (-4.457, -18.772, 8.515)
N (0.146, -21.984, 10.795)
O (-0.322, -23.045, 10.536)
O (1.233, -21.794, 11.245)
H (0.616, -19.601, 11.608)
H (-2.358, -21.919, 9.552)
H (-2.588, -17.643, 9.466)
N (5.651, -19.793, 11.491)
C (4.585, -19.297, 10.952)
O (3.958, -18.345, 11.578)
C (4.142, -19.791, 9.626)
C (3.273, -18.924, 9.067)
N (2.512, -18.036, 8.838)
C (4.785, -20.836, 8.961)
N (5.520, -21.659, 8.625)
H (6.099, -19.375, 12.290)
H (6.145, -20.485, 10.948)


Record 2
Entry from the Open Molecules 2025 dataset: C34H23F10N2O5S2SbSrTe as an isolated structure (ωB97M-V/def2-TZVPD).

Output
spin multiplicity: 1
HOMO-LUMO gap: 0.2815 hartree
ΔE to the lowest compared entry with this formula, charge and spin: 32.0 kJ/mol
net charge: -2
E_LUMO: 4.08 eV
E_HOMO: -0.13162 Ha
total energy: -112367.182 eV

Atoms and positions in Å:
Sr (0.010, -2.052, -1.372)
O (3.326, -0.024, 0.812)
S (2.113, -0.158, 0.024)
O (1.569, 1.237, -0.295)
O (1.014, -0.845, 0.747)
O (2.322, -0.876, -1.250)
C (-1.741, -2.527, 3.230)
C (-0.619, -2.798, 3.987)
C (0.550, -3.166, 3.351)
C (0.569, -3.228, 1.959)
N (-0.529, -3.003, 1.233)
C (-1.648, -2.656, 1.853)
C (1.826, -3.489, 1.207)
C (3.059, -3.197, 1.776)
C (4.207, -3.419, 1.036)
C (4.091, -3.943, -0.240)
C (2.817, -4.181, -0.733)
N (1.709, -3.951, -0.038)
H (-2.672, -2.215, 3.686)
H (-0.648, -2.714, 5.067)
H (1.439, -3.387, 3.925)
H (-2.506, -2.467, 1.218)
H (3.115, -2.725, 2.745)
H (5.175, -3.152, 1.442)
H (4.956, -4.121, -0.862)
H (2.668, -4.561, -1.737)
S (-1.787, 0.328, -0.730)
Sb (-0.475, 1.906, 0.270)
C (0.226, 1.672, 2.265)
C (-0.737, 1.444, 3.242)
C (-0.364, 1.257, 4.565)
C (0.978, 1.313, 4.920)
C (1.940, 1.539, 3.946)
C (1.568, 1.707, 2.617)
C (-2.107, 3.214, 0.975)
C (-3.454, 2.919, 0.796)
C (-4.444, 3.785, 1.255)
C (-4.097, 4.962, 1.901)
C (-2.755, 5.271, 2.086)
C (-1.776, 4.403, 1.624)
C (0.268, 3.522, -0.887)
C (-0.517, 3.969, -1.941)
C (-0.098, 5.041, -2.718)
C (1.095, 5.685, -2.425)
C (1.879, 5.243, -1.368)
C (1.474, 4.153, -0.608)
H (-1.787, 1.410, 2.971)
H (-1.121, 1.066, 5.317)
H (1.273, 1.167, 5.953)
H (2.990, 1.558, 4.210)
H (2.330, 1.806, 1.854)
H (-3.724, 2.000, 0.287)
H (-5.489, 3.537, 1.104)
H (-4.867, 5.637, 2.258)
H (-2.473, 6.191, 2.587)
H (-0.731, 4.661, 1.774)
H (-1.447, 3.463, -2.175)
H (-0.701, 5.364, -3.558)
H (1.423, 6.522, -3.031)
H (2.821, 5.732, -1.148)
H (2.113, 3.776, 0.179)
F (-0.221, -7.544, -1.301)
Te (-1.028, -5.846, -1.379)
F (0.563, -5.436, -2.317)
F (-2.590, -6.673, -0.720)
F (-0.498, -5.858, 0.425)
F (-1.686, -6.459, -3.030)
O (-1.581, -4.149, -1.419)
F (-0.722, -3.415, -4.768)
C (-0.620, -2.075, -5.014)
C (-0.236, -1.222, -4.008)
C (-0.166, 0.099, -4.386)
F (0.214, 1.051, -3.493)
C (-0.459, 0.564, -5.658)
F (-0.383, 1.875, -5.985)
C (-0.842, -0.343, -6.629)
F (-1.129, 0.078, -7.880)
C (-0.923, -1.685, -6.309)
F (-1.292, -2.567, -7.267)


Record 3
Entry from the Open Molecules 2025 dataset: C34H23F15GeN2O5RuS3 as an isolated structure in a non-equilibrium geometry (ωB97M-V/def2-TZVPD).

Output
spin multiplicity: 2
HOMO-LUMO gap (alpha / beta): 0.2937 / 0.2610 hartree
ΔE to the lowest compared entry with this formula, charge and spin: 100.9 kJ/mol
net charge: +1
<S²>: 0.758
E_LUMO (alpha / beta): -3.52 / -4.25 eV
E_HOMO (alpha / beta): -0.42303 / -0.41730 Ha
total energy: -181205.791 eV

Atoms and positions in Å:
Ru (-0.134, -0.007, 0.176)
C (1.563, -3.009, 0.288)
O (0.730, -2.114, 1.017)
C (1.268, -1.779, 2.293)
C (0.180, -1.128, 3.084)
O (-0.241, 0.099, 2.460)
C (-1.393, 0.564, 3.234)
C (-2.309, 1.481, 2.478)
O (-2.805, 0.756, 1.382)
C (-3.890, 1.406, 0.739)
H (2.559, -2.581, 0.137)
H (1.097, -3.182, -0.678)
H (1.653, -3.952, 0.829)
H (2.138, -1.126, 2.178)
H (1.582, -2.687, 2.817)
H (0.522, -0.915, 4.101)
H (-0.678, -1.804, 3.121)
H (-0.991, 1.038, 4.133)
H (-1.977, -0.315, 3.515)
H (-1.817, 2.390, 2.144)
H (-3.129, 1.756, 3.153)
H (-3.630, 2.440, 0.492)
H (-4.775, 1.388, 1.378)
H (-4.100, 0.859, -0.176)
F (1.720, 6.077, 1.562)
C (1.020, 6.281, 0.438)
C (0.759, 5.233, -0.429)
C (0.084, 5.546, -1.598)
F (-0.148, 4.583, -2.501)
C (-0.351, 6.825, -1.890)
F (-0.999, 7.083, -3.019)
C (-0.094, 7.843, -0.987)
F (-0.501, 9.075, -1.245)
C (0.599, 7.574, 0.182)
F (0.862, 8.554, 1.038)
Ge (1.349, 3.385, -0.164)
S (-0.415, 2.112, -0.602)
C (2.088, 3.153, 1.645)
C (3.310, 2.572, 1.929)
F (4.121, 2.165, 0.936)
C (3.761, 2.353, 3.217)
F (4.931, 1.756, 3.431)
C (2.977, 2.752, 4.286)
F (3.386, 2.545, 5.527)
C (1.768, 3.381, 4.045)
F (1.015, 3.791, 5.062)
C (1.358, 3.579, 2.740)
F (0.224, 4.260, 2.548)
C (2.755, 3.167, -1.522)
C (2.751, 2.289, -2.592)
F (1.794, 1.359, -2.724)
C (3.744, 2.300, -3.557)
F (3.719, 1.425, -4.559)
C (4.780, 3.213, -3.463)
F (5.737, 3.224, -4.376)
C (4.819, 4.108, -2.405)
F (5.814, 4.979, -2.306)
C (3.810, 4.065, -1.463)
F (3.865, 4.928, -0.439)
O (-2.701, -2.540, 1.699)
S (-3.125, -2.004, 0.442)
O (-4.308, -1.216, 0.360)
N (-1.815, -1.184, -0.230)
C (-1.410, -1.715, -1.353)
S (-0.047, -0.866, -1.963)
C (-2.138, -2.912, -1.783)
C (-1.956, -3.701, -2.904)
C (-2.787, -4.804, -3.064)
C (-3.769, -5.102, -2.125)
C (-3.954, -4.307, -0.996)
C (-3.122, -3.222, -0.851)
H (-1.193, -3.462, -3.634)
H (-2.672, -5.439, -3.931)
H (-4.403, -5.965, -2.275)
H (-4.721, -4.534, -0.268)
C (5.352, -0.439, 0.352)
C (4.401, 0.210, -0.658)
C (3.021, 0.249, -0.184)
N (1.927, 0.267, 0.158)
H (6.366, -0.399, -0.040)
H (5.095, -1.485, 0.519)
H (5.333, 0.088, 1.304)
H (4.388, -0.339, -1.603)
H (4.693, 1.237, -0.877)